# C34H41HfINO5P

C34H41HfINO5P as an isolated structure in a non-equilibrium geometry (ωB97M-V with the def2-TZVPD basis set, the Open Molecules 2025 dataset).

Geometry (Å):
Hf -0.22 -0.39 1.06
O 2.04 -0.11 0.87
C 2.39 1.21 0.26
C 1.01 1.80 -0.10
O 0.72 2.95 -0.03
O 0.13 0.81 -0.47
C 3.12 2.04 1.29
C 2.57 2.19 2.56
C 3.23 2.94 3.52
C 4.43 3.56 3.22
C 4.98 3.41 1.95
C 4.33 2.65 0.99
C 3.15 0.97 -1.04
C 3.10 1.92 -2.06
C 3.87 1.75 -3.20
C 4.70 0.64 -3.32
C 4.75 -0.30 -2.31
C 3.98 -0.14 -1.17
H 2.67 -0.29 1.58
H 1.64 1.71 2.84
H 2.79 3.05 4.51
H 4.94 4.15 3.97
H 5.92 3.89 1.71
H 4.78 2.55 0.01
H 2.48 2.80 -1.96
H 3.83 2.48 -3.99
H 5.31 0.52 -4.21
H 5.41 -1.16 -2.39
H 4.04 -0.88 -0.38
C -3.14 -1.72 -1.97
P -3.40 -1.06 -0.34
C -4.63 -2.04 0.47
C -3.99 0.60 -0.48
O -2.07 -1.10 0.44
H -2.69 -2.71 -1.89
H -2.47 -1.06 -2.53
H -4.09 -1.80 -2.50
H -4.28 -3.07 0.57
H -5.55 -2.04 -0.11
H -4.83 -1.64 1.47
H -4.91 0.61 -1.07
H -3.25 1.22 -0.98
H -4.20 1.01 0.51
C 1.83 -2.49 3.47
C 0.54 -2.96 4.14
C 0.73 -2.88 5.66
C -0.78 -2.29 3.80
C -1.95 -3.00 4.08
C -3.19 -2.38 4.07
C -3.30 -1.02 3.80
C -2.18 -0.28 3.46
C -2.30 1.23 3.31
C -1.62 1.86 2.08
C -1.78 1.92 4.57
C -0.94 -0.95 3.42
O 0.18 -0.24 2.96
H 2.63 -3.19 3.73
H 2.13 -1.50 3.83
H 1.79 -2.47 2.38
H 0.41 -4.02 3.88
H 0.86 -1.84 5.96
H 1.61 -3.44 5.96
H -0.13 -3.28 6.20
H -1.87 -4.04 4.37
H -4.08 -2.95 4.32
H -4.26 -0.52 3.88
H -3.37 1.43 3.22
H -0.56 2.04 2.27
H -2.03 2.84 1.82
H -1.79 1.29 1.15
H -0.72 1.69 4.72
H -2.33 1.60 5.45
H -1.87 3.01 4.49
I 2.56 -3.15 -3.59
C 1.59 -3.35 -1.79
C 1.42 -4.60 -1.20
C 0.70 -4.70 -0.02
C 0.19 -3.55 0.55
N 0.39 -2.34 0.01
C 1.04 -2.24 -1.16
H 1.84 -5.48 -1.66
H 0.53 -5.65 0.45
H -0.37 -3.58 1.48
H 1.14 -1.25 -1.59

Results
- Spin multiplicity: 1
- Total charge: +2
- HOMO-LUMO gap: 8.1 eV
- Energy relative to the best compared isomer or geometry (same formula, charge and spin): 7.0 kcal per mole
- Molecular weight: 880.07 g/mol

# C34H41InN7O8STe

C34H41InN7O8STe as an isolated structure (ωB97M-V with the def2-TZVPD basis set, the Open Molecules 2025 dataset).

Geometry (Å):
In 0.04 -0.29 -0.37
C -5.04 0.09 1.65
O -4.71 0.46 2.97
C -3.66 1.36 3.05
C -3.91 2.60 3.58
C -2.88 3.53 3.76
C -1.61 3.17 3.38
C -1.32 1.93 2.80
C 0.08 1.75 2.43
N 0.63 1.10 1.48
N 2.04 1.21 1.51
C 2.60 0.14 1.04
O 2.00 -0.90 0.58
C 4.09 0.15 0.95
C 4.76 -1.01 0.59
C 6.14 -1.02 0.46
C 6.86 0.14 0.67
C 6.20 1.31 1.03
C 4.82 1.32 1.17
C -2.34 0.94 2.65
O -2.16 -0.25 2.22
H -5.81 -0.69 1.71
H -4.17 -0.29 1.11
H -5.46 0.95 1.11
H -4.93 2.83 3.87
H -3.08 4.50 4.19
H -0.79 3.87 3.51
H 0.78 2.32 3.06
H 4.17 -1.90 0.41
H 6.65 -1.93 0.18
H 7.94 0.14 0.56
H 6.76 2.22 1.19
H 4.29 2.22 1.44
C -4.35 3.38 -0.32
N -3.80 2.08 -0.66
C -4.59 1.07 -1.10
C -4.12 -0.17 -1.32
C -2.72 -0.41 -1.04
O -2.20 -1.53 -1.11
N -1.94 0.63 -0.64
C -2.43 1.89 -0.43
O -1.78 2.83 -0.04
H -5.36 3.44 -0.72
H -3.73 4.16 -0.75
H -4.36 3.51 0.76
H -5.64 1.33 -1.26
H -4.74 -0.98 -1.66
C -0.71 -2.69 -3.86
S 0.32 -1.37 -3.30
O 1.47 -1.31 -4.18
O 0.71 -1.78 -1.90
O -0.50 -0.16 -3.25
H -0.15 -3.62 -3.77
H -0.96 -2.49 -4.89
H -1.59 -2.71 -3.22
C -2.40 -3.04 1.54
Te -0.53 -2.06 1.77
C 0.16 -3.99 1.03
C -0.84 -4.97 1.56
C -0.54 -6.30 1.84
C -1.50 -7.15 2.36
C -2.78 -6.68 2.62
C -3.09 -5.35 2.35
C -2.13 -4.49 1.83
H -2.71 -2.88 0.51
H -3.13 -2.58 2.21
H 1.18 -4.21 1.35
H 0.14 -3.94 -0.06
H 0.46 -6.66 1.65
H -1.25 -8.18 2.58
H -3.53 -7.33 3.04
H -4.08 -4.97 2.57
C 2.34 3.95 -2.99
N 1.57 2.74 -2.82
C 0.25 2.95 -2.28
C 2.21 1.58 -2.47
N 1.76 0.78 -1.56
N 3.40 1.35 -3.14
C 3.39 1.45 -4.59
C 4.24 0.28 -2.65
H 2.29 4.56 -2.07
H 1.95 4.54 -3.81
H 3.38 3.72 -3.18
H -0.24 3.74 -2.86
H 0.27 3.24 -1.23
H -0.33 2.04 -2.39
H 2.29 -0.08 -1.59
H 2.63 2.15 -4.92
H 3.18 0.47 -5.04
H 4.37 1.80 -4.94
H 4.39 0.37 -1.57
H 5.22 0.37 -3.12
H 3.83 -0.71 -2.89

Results
- Spin multiplicity: 1
- Total charge: -1
- HOMO-LUMO gap: 6.8 eV
- Energy relative to the best compared isomer or geometry (same formula, charge and spin): 18.9 kcal per mole
- Molecular weight: 950.23 g/mol

# C34H41N4S

An isolated ion of composition C34H41N4S and charge +1 in a non-equilibrium geometry (ωB97M-V with the def2-TZVPD basis set, the Open Molecules 2025 dataset).

Geometry (Å):
C 4.17 -4.61 0.63
N 4.35 -3.18 0.36
C 5.67 -2.84 -0.06
C 5.91 -1.33 0.00
C 4.82 -0.58 -0.75
C 3.45 -1.05 -0.40
C 3.29 -2.35 0.22
C 1.99 -2.77 0.63
C 0.94 -1.90 0.49
C 1.05 -0.71 -0.30
C -0.11 0.02 -0.70
C -1.37 -0.70 -0.65
C -2.57 -0.14 -0.18
C -3.73 -0.91 -0.07
C -3.67 -2.32 -0.42
N -4.73 -3.13 -0.16
C -4.69 -4.53 -0.63
C -6.02 -2.65 0.24
C -5.92 -1.37 1.07
C -5.02 -0.35 0.37
C -2.51 -2.87 -1.00
C -1.37 -2.08 -1.07
C 2.36 -0.28 -0.67
H 3.44 -4.77 1.48
H 3.80 -5.17 -0.29
H 5.16 -4.98 0.93
H 6.37 -3.37 0.60
H 5.84 -3.18 -1.09
H 5.89 -0.99 1.05
H 6.90 -1.11 -0.41
H 4.93 0.50 -0.56
H 4.97 -0.71 -1.83
H 1.86 -3.75 1.06
H -0.02 -2.11 0.99
H 0.11 0.78 -1.60
H -2.54 0.90 0.17
H -3.74 -5.02 -0.32
H -5.55 -5.03 -0.15
H -4.78 -4.58 -1.74
H -6.63 -2.46 -0.65
H -6.52 -3.44 0.81
H -6.94 -0.99 1.23
H -5.48 -1.60 2.05
H -4.89 0.53 1.03
H -5.58 0.04 -0.49
H -2.45 -3.90 -1.34
H -0.45 -2.54 -1.39
H 2.46 0.73 -1.11
C -0.51 1.31 -3.48
C -1.27 2.19 -2.52
C -1.58 3.48 -3.35
C -0.50 2.63 -1.26
C -1.05 3.85 -0.59
C -0.09 4.29 0.45
N 0.31 3.16 1.28
C 1.14 3.37 2.41
C 1.49 2.17 3.01
C 2.39 2.22 4.09
C 2.90 3.48 4.53
C 2.45 4.65 3.92
C 1.60 4.62 2.81
S 0.66 0.81 2.22
C 0.12 1.85 0.97
N -0.49 1.57 -0.23
H 0.50 1.70 -3.65
H -0.45 0.25 -3.18
H -1.01 1.27 -4.47
H -2.22 1.73 -2.20
H -0.61 4.02 -3.52
H -2.03 3.25 -4.33
H -2.29 4.17 -2.84
H 0.55 2.81 -1.61
H -1.17 4.65 -1.33
H -2.03 3.61 -0.13
H 0.82 4.71 0.01
H -0.52 5.08 1.08
H 2.70 1.29 4.54
H 3.63 3.47 5.34
H 2.79 5.58 4.36
H 1.30 5.55 2.30

Results
- Spin multiplicity: 1
- Total charge: +1
- HOMO-LUMO gap: 6.9 eV
- Molecular weight: 537.80 g/mol

# C34H42BaN4O3P2S

C34H42BaN4O3P2S as an isolated structure in a non-equilibrium geometry (ωB97M-V with the def2-TZVPD basis set, the Open Molecules 2025 dataset).

Geometry (Å):
Ba -2.03 0.11 -1.41
C -1.40 3.76 -3.73
C -0.27 3.95 -3.04
C -0.14 4.87 -1.87
C -1.23 4.66 -0.77
C -1.81 3.28 -0.67
C -2.79 2.76 -1.47
C -3.56 3.62 -2.43
C -2.70 4.44 -3.42
C -2.39 -2.28 1.41
H -1.39 3.27 -4.71
H 0.70 3.61 -3.43
H -0.15 5.93 -2.21
H 0.87 4.76 -1.42
H -0.74 4.93 0.19
H -2.01 5.44 -0.90
H -1.72 2.87 0.35
H -3.45 1.92 -1.14
H -4.22 4.31 -1.87
H -4.24 2.98 -3.02
H -3.26 4.53 -4.36
H -2.56 5.45 -3.02
H -2.39 -2.76 0.42
H -3.13 -2.76 2.06
H -1.39 -2.41 1.85
P -0.07 0.56 1.83
P 2.28 0.03 -0.18
N -2.03 1.11 1.92
N 0.02 0.74 3.51
N 1.17 0.20 -1.77
N 3.69 0.12 -1.11
C 0.78 2.06 1.18
C 2.11 1.77 0.42
C -3.01 0.22 1.50
C -4.26 0.81 1.67
C -4.05 2.14 2.15
C -2.68 2.30 2.31
C -0.57 -0.22 4.38
C -0.10 0.02 5.67
C 0.78 1.16 5.60
C 0.83 1.58 4.28
C 1.11 -0.77 -2.77
C 0.16 -0.41 -3.71
C -0.27 0.90 -3.38
C 0.36 1.24 -2.18
C 4.20 1.17 -1.89
C 5.41 0.77 -2.45
C 5.64 -0.59 -2.04
C 4.57 -0.97 -1.26
H 0.94 2.79 1.99
H 0.10 2.57 0.49
H 2.25 2.51 -0.38
H 2.96 1.87 1.12
H -2.70 -1.06 1.32
H -5.23 0.36 1.50
H -4.81 2.90 2.36
H -2.11 3.16 2.61
H -1.23 -0.97 3.97
H -0.35 -0.56 6.54
H 1.32 1.61 6.42
H 1.36 2.38 3.79
H 1.84 -1.55 -2.82
H -0.16 -0.99 -4.58
H -1.04 1.43 -3.91
H 0.28 2.11 -1.56
H 3.67 2.11 -1.95
H 6.07 1.38 -3.06
H 6.51 -1.21 -2.27
H 4.32 -1.91 -0.78
C 1.27 -8.59 2.01
C 1.07 -7.24 1.39
C 2.04 -6.25 1.57
C 1.90 -4.99 1.00
C 0.76 -4.69 0.24
C -0.23 -5.66 0.04
C -0.07 -6.92 0.64
S 0.72 -3.07 -0.52
O 0.94 -2.16 0.63
O 1.85 -3.12 -1.44
O -0.59 -2.80 -1.15
H 2.22 -9.03 1.67
H 1.32 -8.53 3.10
H 0.47 -9.27 1.75
H 2.92 -6.46 2.16
H 2.67 -4.24 1.13
H -1.09 -5.43 -0.58
H -0.84 -7.68 0.53

Results
- Spin multiplicity: 1
- HOMO-LUMO gap: 4.3 eV
- Energy relative to the best compared isomer or geometry (same formula, charge and spin): 0.0 kcal per mole
- Molecular weight: 786.08 g/mol

# C34H42F16N6O15

A 6-piece molecular cluster, C34H42F16N6O15 overall in a non-equilibrium geometry (ωB97M-V with the def2-TZVPD basis set, the Open Molecules 2025 dataset).

Geometry (Å):
C -0.98 -0.23 0.59
C -0.47 0.35 1.88
O -1.08 0.19 2.90
N 0.71 1.17 1.79
C 0.68 2.33 2.70
C 1.95 0.44 1.85
C 2.84 0.43 0.75
C 2.52 1.13 -0.55
C 2.46 0.17 -1.78
N 1.78 0.78 -2.92
N 3.75 -0.33 -2.21
N 1.68 -0.99 -1.35
C 4.05 -0.25 0.87
C 4.41 -0.92 2.03
F 5.58 -1.57 2.09
C 3.55 -0.93 3.10
C 2.33 -0.27 3.00
C 1.66 -0.49 4.34
O 0.85 0.15 4.93
N 2.30 -1.65 4.93
C 1.78 -2.93 4.52
O 0.49 -3.12 5.09
N 0.25 -4.56 5.01
O -0.30 -4.84 4.04
C 3.67 -1.56 4.45
O 4.63 -1.89 5.06
H -0.49 -1.18 0.37
H -2.04 -0.44 0.71
H -0.86 0.45 -0.25
H 1.07 2.09 3.69
H 1.34 3.07 2.27
H -0.30 2.76 2.75
H 3.24 1.93 -0.74
H 1.54 1.58 -0.44
H 0.85 1.09 -2.65
H 2.30 1.55 -3.32
H 3.92 -1.23 -1.79
H 4.50 0.30 -1.97
H 1.79 -1.72 -2.05
H 0.71 -0.72 -1.43
H 4.74 -0.29 0.05
H 1.71 -3.07 3.43
H 2.46 -3.70 4.89
C -0.47 -1.02 7.89
C 0.77 -1.72 8.41
O 1.05 -1.35 9.78
C 0.33 -1.96 10.71
O -0.52 -2.78 10.54
C 0.78 -1.47 12.10
F 0.89 -0.14 12.14
F 1.98 -2.00 12.41
F -0.09 -1.85 13.03
H -0.37 0.06 8.00
H -0.61 -1.26 6.84
H -1.36 -1.33 8.44
H 1.64 -1.41 7.84
H 0.69 -2.80 8.33
C 7.18 -0.96 -7.89
C 6.12 -0.04 -8.46
O 4.98 0.07 -7.58
C 5.13 0.90 -6.55
O 6.10 1.55 -6.29
C 3.83 0.93 -5.73
F 3.37 -0.29 -5.50
F 2.88 1.62 -6.39
F 4.04 1.55 -4.56
H 6.75 -1.93 -7.65
H 7.99 -1.09 -8.61
H 7.60 -0.54 -6.97
H 5.72 -0.46 -9.39
H 6.51 0.95 -8.69
C -3.44 7.65 5.28
C -2.47 6.52 5.52
O -1.87 6.07 4.28
C -0.88 6.82 3.81
O -0.43 7.81 4.30
C -0.33 6.18 2.52
F -1.32 5.82 1.69
F 0.37 5.07 2.82
F 0.47 7.02 1.88
H -4.20 7.35 4.55
H -3.94 7.92 6.21
H -2.94 8.53 4.90
H -2.98 5.65 5.92
H -1.69 6.80 6.23
C -2.61 0.06 -7.81
C -1.44 -0.51 -7.02
O -1.59 -0.25 -5.61
C -2.41 -1.05 -4.95
O -3.04 -1.96 -5.40
C -2.40 -0.66 -3.46
F -2.52 0.67 -3.30
F -1.24 -1.03 -2.90
F -3.39 -1.24 -2.79
H -2.73 1.12 -7.60
H -2.44 -0.08 -8.88
H -3.54 -0.44 -7.54
H -0.52 -0.01 -7.31
H -1.32 -1.57 -7.19
C -5.82 -2.87 -4.32
C -6.22 -4.27 -4.75
O -7.64 -4.36 -5.02
C -8.04 -3.89 -6.19
O -7.36 -3.41 -7.04
C -9.56 -4.10 -6.33
F -10.21 -3.70 -5.22
F -9.84 -5.39 -6.53
F -10.04 -3.41 -7.36
H -6.42 -2.55 -3.46
H -4.77 -2.85 -4.06
H -5.99 -2.15 -5.13
H -6.04 -4.98 -3.95
H -5.66 -4.59 -5.63

Results
- Spin multiplicity: 1
- HOMO-LUMO gap: 8.9 eV
- Structure (SMILES): CC(=O)N(C)c1c(CC(N)(N)N)cc(F)c2c1C(=O)N(CON=O)C2=O.CCOC(=O)C(F)(F)F.CCOC(=O)C(F)(F)F.CCOC(=O)C(F)(F)F.CCOC(=O)C(F)(F)F.CCOC(=O)C(F)(F)F
- Energy relative to the best compared isomer or geometry (same formula, charge and spin): 0.0 kcal per mole
- Molecular weight: 1078.71 g/mol

> Number 4 is which compound?

C34H42BaN4O3P2S